(1)
Here is a cluster of 6 separate species, C50H65F5IO9PS2 in total in a non-equilibrium geometry from OMol25. Energies are from the ωB97M-V functional and the def2-TZVPD basis.

CARTESIAN COORDINATES (ANGSTROEM)
C: 3.0038 -1.0401 1.9035
C: 2.4206 0.2093 2.6638
O: 2.4360 1.4223 1.9129
C: 1.6935 1.3161 0.7078
C: 0.1534 1.0267 0.9355
O: -0.1888 -0.1476 0.2093
C: -1.5916 -0.1719 -0.1039
C: -2.2590 -1.5655 0.2979
C: -2.6777 -1.4139 1.8065
C: -2.6064 -2.7036 2.6905
C: -3.4423 -2.4462 4.0227
C: -4.2171 -3.7694 4.4065
S: -5.9517 -3.8165 3.8324
O: -6.8897 -3.4740 4.9404
O: -6.2192 -5.1652 3.2593
O: -6.2113 -2.7092 2.6338
C: -3.6194 -1.7743 -0.5632
O: -4.5279 -2.5831 0.1958
P: -4.4205 -0.0912 -0.7198
C: -4.0503 0.8170 -2.2979
C: -3.9546 2.3891 -2.0682
C: -6.2020 -0.0205 -0.1857
C: -7.2775 -0.5662 -1.1987
C: -3.3217 -2.5689 -1.8952
C: -4.4054 -2.3631 -3.0242
C: -4.8002 -3.7422 -3.6945
C: -5.6789 -4.5723 -2.6748
I: -7.0262 -5.9540 -3.6956
C: -1.8798 -2.3915 -2.4796
O: -0.8216 -2.9388 -1.6750
S: -1.1699 -2.9835 -0.0628
O: 0.0995 -2.9768 0.7202
O: -1.8301 -4.3032 0.2001
H: 3.7657 -1.5751 2.5084
H: 2.1494 -1.6817 1.5949
H: 3.4856 -0.6713 0.9645
H: 1.4125 -0.0196 3.0936
H: 3.0832 0.3905 3.5482
H: 2.0990 0.5721 -0.0164
H: 1.7807 2.3117 0.2054
H: -0.3787 1.9168 0.5070
H: -0.1124 0.9778 2.0164
H: -2.0506 0.6186 0.5325
H: -1.6668 0.0442 -1.1903
H: -1.9579 -0.6806 2.2586
H: -3.6767 -0.9257 1.9060
H: -3.1063 -3.5788 2.2087
H: -1.5582 -2.9912 2.9144
H: -4.2225 -1.6764 3.8105
H: -2.8044 -2.0614 4.8437
H: -3.6970 -4.6661 3.9930
H: -4.2271 -3.8782 5.5179
H: -7.0158 -2.9534 2.1524
H: -4.1453 -3.4657 0.3122
H: -4.8421 0.5955 -3.0608
H: -3.0829 0.5257 -2.7767
H: -3.0422 2.8221 -2.5275
H: -4.8564 2.8703 -2.5096
H: -3.8793 2.5531 -0.9668
H: -6.2636 -0.4877 0.8271
H: -6.4416 1.0618 -0.0157
H: -8.2598 -0.0580 -1.0389
H: -7.4635 -1.6396 -0.9301
H: -6.9854 -0.5037 -2.2667
H: -3.4104 -3.6577 -1.6375
H: -5.3529 -1.9329 -2.6382
H: -4.0139 -1.6999 -3.8344
H: -3.9148 -4.3225 -4.0299
H: -5.4656 -3.5481 -4.5724
H: -6.2979 -3.9307 -2.0166
H: -5.0188 -5.2122 -2.0469
H: -1.6806 -1.3306 -2.7834
H: -1.8619 -2.9656 -3.4414
F: 6.0454 -3.1233 1.8416
C: 6.5135 -2.5826 0.7030
C: 5.8652 -2.8484 -0.4903
C: 6.3452 -2.2838 -1.6646
C: 7.4712 -1.4692 -1.6339
C: 8.1162 -1.2143 -0.4294
C: 7.6323 -1.7696 0.7488
H: 4.9929 -3.4901 -0.4947
H: 5.8413 -2.4780 -2.6031
H: 7.8455 -1.0320 -2.5522
H: 8.9955 -0.5824 -0.4071
H: 8.1152 -1.5745 1.6981
F: -0.5174 -2.4850 5.5965
C: -0.1763 -2.0727 6.8321
C: -1.0291 -2.3284 7.8913
C: -0.6737 -1.9065 9.1661
C: 0.5229 -1.2263 9.3641
C: 1.3674 -0.9723 8.2895
C: 1.0196 -1.4022 7.0154
H: -1.9604 -2.8527 7.7160
H: -1.3290 -2.1073 10.0041
H: 0.7966 -0.8943 10.3582
H: 2.2970 -0.4392 8.4439
H: 1.6687 -1.2211 6.1678
F: 8.6942 0.4267 -4.8922
C: 7.9750 1.4892 -4.4882
C: 8.3646 2.1829 -3.3551
C: 7.6233 3.2825 -2.9412
C: 6.4959 3.6699 -3.6569
C: 6.1126 2.9620 -4.7899
C: 6.8584 1.8686 -5.2125
H: 9.2403 1.8621 -2.8047
H: 7.9237 3.8363 -2.0606
H: 5.9158 4.5248 -3.3301
H: 5.2321 3.2614 -5.3448
H: 6.5791 1.3111 -6.0977
F: 3.6955 5.1006 -2.2434
C: 3.2631 5.8063 -1.1798
C: 3.1721 5.1825 0.0521
C: 2.7303 5.9098 1.1499
C: 2.3760 7.2464 1.0005
C: 2.4682 7.8583 -0.2445
C: 2.9197 7.1364 -1.3420
H: 3.4455 4.1385 0.1471
H: 2.6620 5.4346 2.1204
H: 2.0277 7.8110 1.8567
H: 2.1884 8.8978 -0.3606
H: 3.0061 7.5983 -2.3177
F: -0.5434 2.4185 -2.1982
C: -0.0359 2.9369 -3.3336
C: -0.6625 2.6734 -4.5390
C: -0.1406 3.2142 -5.7074
C: 1.0051 4.0011 -5.6573
C: 1.6276 4.2524 -4.4394
C: 1.1011 3.7215 -3.2687
H: -1.5498 2.0518 -4.5587
H: -0.6262 3.0221 -6.6559
H: 1.4129 4.4186 -6.5700
H: 2.5214 4.8610 -4.4016
H: 1.5661 3.9130 -2.3107

Computed properties:
E_HOMO, eV: -7.88
Largest force on an atom, eV/Å: 6.09
SMILES: CCOCCOC[C@@]1(CCCCS(=O)(=O)O)[C@@](O)(P(CC)CC)[C@@H](CCCI)COS1(=O)=O.Fc1ccccc1.Fc1ccccc1.Fc1ccccc1.Fc1ccccc1.Fc1ccccc1
LUMO energy, eV: 0.291

=====

(2)
Here is a structure of composition C50H67AsF6N2PSeSi2TcTe2 in a non-equilibrium geometry from OMol25. Energies are from the ωB97M-V functional and the def2-TZVPD basis.

CARTESIAN COORDINATES (ANGSTROEM)
Tc: 0.2460 -0.1753 0.8094
N: 2.4064 0.6916 0.6029
C: 3.0652 1.6664 -0.2365
C: 4.3725 1.4484 -0.6422
C: 5.0652 2.4521 -1.3074
C: 4.4494 3.6693 -1.5712
C: 3.1220 3.8619 -1.2134
C: 2.4196 2.8538 -0.5595
P: 0.6467 2.9939 -0.2753
C: 0.1096 4.6735 -0.5642
C: 0.4396 5.6833 0.3393
C: 0.0467 6.9876 0.0909
C: -0.6848 7.2829 -1.0519
C: -1.0085 6.2823 -1.9567
C: -0.6069 4.9754 -1.7227
C: -0.1173 1.9009 -1.2493
C: 0.8767 0.3399 -3.4587
C: -0.5779 0.1270 -4.0139
C: -1.6386 1.1917 -3.8100
C: -2.1111 1.8107 -2.7237
C: -1.6301 1.7561 -1.2894
H: 2.9472 -0.1711 0.5948
H: 2.4885 1.0192 1.5694
H: 4.8681 0.5202 -0.3856
H: 6.0989 2.2926 -1.5819
H: 4.9994 4.4670 -2.0496
H: 2.6316 4.8000 -1.4383
H: 1.0066 5.4609 1.2338
H: 0.3025 7.7702 0.7910
H: -0.9997 8.2998 -1.2411
H: -1.5737 6.5186 -2.8476
H: -0.8420 4.1929 -2.4305
H: 1.0725 1.3561 -3.1140
H: -0.5966 -0.1517 -5.0671
H: -2.1777 1.4304 -4.7195
H: -2.9556 2.4680 -2.8994
H: -2.2413 2.3949 -0.6483
C: 3.0412 2.0540 -4.6760
N: 2.5175 0.7990 -5.3099
C: 1.5316 1.1089 -6.3899
C: 2.0115 -0.1999 -4.2843
C: 0.4747 -0.5315 -2.2497
C: -0.6720 -1.1344 -3.0843
C: -1.9566 -1.4664 -2.4298
C: -2.3234 -0.8270 -1.3332
C: -1.4725 0.2659 -0.7976
C: -0.0037 0.3886 -1.1263
H: 3.5804 2.6082 -5.4393
H: 3.6960 1.7725 -3.8528
H: 2.2020 2.6344 -4.3066
H: 3.3174 0.3471 -5.7578
H: 0.6927 1.6299 -5.9383
H: 1.2115 0.1757 -6.8452
H: 2.0270 1.7446 -7.1190
H: 2.8783 -0.4256 -3.6572
H: 1.7522 -1.1001 -4.8480
H: -0.3203 -1.9972 -3.6369
H: -2.5941 -2.2195 -2.8754
H: -3.2658 -1.0397 -0.8465
H: -1.6035 0.2498 0.3406
C: 3.4514 -7.5808 -1.4621
C: 2.9845 -6.1543 -1.4704
C: 2.1912 -5.6554 -2.4876
C: 1.7405 -4.3376 -2.5140
C: 0.8780 -3.9316 -3.6698
C: 2.1012 -3.4955 -1.4663
Se: 1.6649 -1.6345 -1.1325
C: 2.9303 -3.9574 -0.4214
C: 3.4138 -3.1198 0.7336
C: 3.3439 -5.2812 -0.4534
H: 3.1001 -8.1185 -2.3403
H: 3.0873 -8.1037 -0.5775
H: 4.5397 -7.6362 -1.4450
H: 1.9056 -6.3089 -3.3027
H: 0.9089 -4.6883 -4.4503
H: 1.2125 -2.9930 -4.1175
H: -0.1649 -3.8190 -3.3674
H: 2.6009 -2.6947 1.3158
H: 4.0615 -2.3005 0.4038
H: 4.0035 -3.7328 1.4092
H: 3.9735 -5.6341 0.3539
Te: 0.3314 2.4767 2.1902
C: -0.9302 3.9779 2.8920
C: -0.3727 4.8940 3.7750
C: -1.1787 5.9037 4.2841
C: -2.5151 5.9819 3.9216
C: -3.0632 5.0542 3.0472
C: -2.2723 4.0385 2.5306
H: 0.6689 4.8306 4.0622
H: -0.7583 6.6242 4.9717
H: -3.1354 6.7685 4.3281
H: -4.1059 5.1202 2.7682
H: -2.6958 3.3182 1.8425
F: 1.5992 -0.8417 2.2710
As: 2.2736 -0.8790 4.0426
F: 1.3189 -2.3071 4.2039
F: 3.5542 -1.8173 3.3802
F: 2.8889 -0.9244 5.6187
F: 3.1270 0.5620 3.5782
F: 0.8990 0.0927 4.4326
C: -2.6883 -5.8897 1.2240
Si: -1.7612 -4.5709 2.1344
C: 0.0156 -4.5340 1.6179
C: -1.9072 -4.7643 3.9699
C: -2.5421 -2.9061 1.6705
Te: -1.5880 -1.2128 2.5352
C: -3.2274 0.1155 2.3096
Si: -4.3195 0.2175 3.8582
C: -3.3054 1.0967 5.1348
C: -4.7593 -1.5020 4.4020
C: -5.8352 1.1738 3.3918
H: -2.2733 -6.8665 1.4770
H: -2.6120 -5.7658 0.1426
H: -3.7455 -5.9033 1.4897
H: 0.3689 -5.5420 1.3893
H: 0.6587 -4.1225 2.3995
H: 0.1416 -3.9394 0.7144
H: -1.7277 -5.8003 4.2612
H: -2.9110 -4.5015 4.3105
H: -1.1881 -4.1449 4.5096
H: -3.5586 -2.8710 2.0655
H: -2.5620 -2.7359 0.5966
H: -3.7762 -0.1913 1.4161
H: -2.7676 1.0904 2.1165
H: -2.3664 0.5772 5.3397
H: -3.8418 1.1752 6.0810
H: -3.0655 2.1113 4.8068
H: -3.8772 -2.0985 4.6480
H: -5.3265 -2.0265 3.6301
H: -5.3792 -1.4779 5.2992
H: -5.5734 2.1663 3.0199
H: -6.5002 1.3112 4.2449
H: -6.4019 0.6578 2.6153

Computed properties:
Charge: +2
E_HOMO (spin up / spin down), eV: -11.77 / -11.77
Largest force on an atom, eV/Å: 1.15
LUMO energy (spin up / spin down), eV: -4.960 / -4.960

=====

(3)
Here is a cluster of 7 separate species, C50H69B2ClN4O5P in total in a non-equilibrium geometry from OMol25. Energies are from the ωB97M-V functional and the def2-TZVPD basis.

CARTESIAN COORDINATES (ANGSTROEM)
C: -2.4382 2.3506 4.7581
C: -1.9051 2.5357 3.3251
N: -0.4522 2.1500 3.1780
C: -0.4614 0.8939 2.5329
N: -0.5158 -0.2298 3.1224
C: -0.5091 -0.3876 4.5940
C: 0.4776 -1.4213 5.1241
C: 0.5407 -1.2413 6.6347
Cl: 2.1200 -1.1880 4.5003
B: -0.6333 -1.5358 2.3105
N: -1.9510 -2.0978 2.0303
O: 0.5055 -2.1026 1.9375
N: -0.4633 1.0210 1.1471
O: 0.6680 0.3890 0.5455
C: 0.3396 -0.1308 -0.7516
C: 1.6323 -0.0967 -1.5282
C: 1.6475 -1.1007 -2.6781
C: 1.9977 1.3624 -1.9124
C: 2.9521 2.0040 -0.8794
C: 2.6177 1.5362 -3.3028
C: -0.2998 2.4838 0.9089
C: 0.3119 2.9622 2.2030
P: 0.0568 4.8034 2.2019
O: -1.2428 5.1920 1.6330
B: 1.8802 2.7043 2.3832
O: 2.7740 3.7576 2.3820
O: 2.3491 1.4431 2.6014
H: -2.8865 1.3690 4.8439
H: -1.5940 2.3725 5.4351
H: -3.1284 3.1342 5.0273
H: -2.0861 3.5653 3.0411
H: -2.5440 1.9384 2.6827
H: -0.3302 0.5485 5.0933
H: -1.5029 -0.7415 4.8533
H: 0.1459 -2.4366 4.9513
H: 1.3730 -1.7946 7.0420
H: -0.3793 -1.5911 7.0972
H: 0.6553 -0.1935 6.8784
H: -2.4099 -2.2174 2.9348
H: -2.4721 -1.3735 1.5306
H: 0.5370 -2.2541 0.9766
H: 0.0564 -1.1775 -0.6415
H: -0.4456 0.4359 -1.2377
H: 2.4028 -0.4178 -0.8286
H: 1.0567 -0.7219 -3.5040
H: 2.6729 -1.1910 -3.0014
H: 1.3494 -2.0821 -2.3289
H: 1.0771 1.9449 -1.9025
H: 3.9254 2.1430 -1.3341
H: 3.1132 1.3806 -0.0051
H: 2.6293 2.9959 -0.5690
H: 3.3664 0.7817 -3.5008
H: 3.1114 2.4996 -3.3136
H: 1.8368 1.5540 -4.0542
H: 0.2384 2.7458 0.0097
H: -1.2916 2.8716 0.7122
H: 1.0797 5.3660 1.4235
H: 0.2505 5.2746 3.5161
H: 3.1428 3.8214 1.4804
H: 2.7069 1.0848 1.7713
C: -5.1004 -4.9302 0.7472
C: -4.4556 -4.2752 1.7877
C: -4.8682 -4.4827 3.0970
C: -5.9179 -5.3490 3.3670
C: -6.5597 -6.0050 2.3267
C: -6.1532 -5.7933 1.0164
H: -4.7821 -4.7681 -0.2747
H: -3.6336 -3.6050 1.5763
H: -4.3711 -3.9690 3.9125
H: -6.2351 -5.5134 4.3887
H: -7.3776 -6.6816 2.5374
H: -6.6571 -6.3020 0.2051
C: -1.5155 5.1407 -6.4247
C: -1.7793 5.5485 -5.1249
C: -0.8718 5.2712 -4.1125
C: 0.3049 4.5930 -4.4013
C: 0.5690 4.1878 -5.7030
C: -0.3423 4.4584 -6.7138
H: -2.2246 5.3552 -7.2135
H: -2.6931 6.0831 -4.9006
H: -1.0813 5.5854 -3.0975
H: 1.0206 4.3805 -3.6148
H: 1.4875 3.6601 -5.9299
H: -0.1374 4.1389 -7.7273
C: -8.0280 -3.8507 8.0770
C: -7.6228 -4.0768 6.7689
C: -8.5559 -4.0738 5.7415
C: -9.8942 -3.8358 6.0214
C: -10.2990 -3.6064 7.3287
C: -9.3668 -3.6175 8.3569
H: -7.3007 -3.8569 8.8787
H: -6.5768 -4.2569 6.5506
H: -8.2406 -4.2559 4.7220
H: -10.6217 -3.8294 5.2201
H: -11.3424 -3.4198 7.5468
H: -9.6840 -3.4439 9.3769
C: 1.9208 -3.0989 -7.3718
C: 3.2613 -3.2694 -7.6889
C: 4.1418 -2.2007 -7.5854
C: 3.6835 -0.9627 -7.1552
C: 2.3433 -0.7935 -6.8359
C: 1.4623 -1.8594 -6.9493
H: 1.2344 -3.9317 -7.4538
H: 3.6203 -4.2365 -8.0161
H: 5.1859 -2.3334 -7.8379
H: 4.3712 -0.1310 -7.0685
H: 1.9789 0.1683 -6.4957
H: 0.4162 -1.7235 -6.7044
C: 5.9734 5.9331 -0.7900
C: 6.3877 5.5952 -2.0712
C: 5.4846 5.6273 -3.1253
C: 4.1687 6.0058 -2.8987
C: 3.7540 6.3474 -1.6182
C: 4.6556 6.3077 -0.5627
H: 6.6782 5.9074 0.0311
H: 7.4158 5.3072 -2.2484
H: 5.8065 5.3582 -4.1230
H: 3.4645 6.0357 -3.7213
H: 2.7273 6.6466 -1.4441
H: 4.3332 6.5735 0.4369
C: 4.1702 -5.1982 -1.4978
C: 5.5085 -4.9144 -1.2618
C: 6.2375 -4.1835 -2.1895
C: 5.6264 -3.7289 -3.3504
C: 4.2879 -4.0096 -3.5853
C: 3.5604 -4.7477 -2.6607
H: 3.6030 -5.7720 -0.7757
H: 5.9842 -5.2649 -0.3549
H: 7.2827 -3.9686 -2.0083
H: 6.1939 -3.1560 -4.0728
H: 3.8111 -3.6532 -4.4915
H: 2.5172 -4.9717 -2.8469

Computed properties:
Charge: +1
E_HOMO, eV: -10.73
Largest force on an atom, eV/Å: 1.55
LUMO energy, eV: -2.946